# 1
Entry from the Open Molecules 2025 dataset: 10 unconnected molecules or ions with the total composition C44H111N7O10 at a distorted geometry (ωB97M-V/def2-TZVPD).

CARTESIAN COORDINATES (ANGSTROEM)
1 C -0.70376 4.01767 -0.31797
2 C -2.17452 3.92368 -0.07664
3 C -2.72841 4.81396 1.05310
4 O -2.38859 6.24287 0.66987
5 C -3.05373 7.17617 1.50956
6 N -2.93947 4.08179 -1.28967
7 H -0.20922 4.16874 0.64157
8 H -0.45113 4.94934 -0.82418
9 H -0.29561 3.13922 -0.81782
10 H -2.52356 2.97244 0.32516
11 H -2.29877 4.42547 1.97645
12 H -3.80605 4.66192 0.99264
13 H -2.62461 8.15461 1.29370
14 H -2.83260 7.00522 2.56311
15 H -4.09819 7.36488 1.26134
16 H -2.31134 3.58864 -1.90803
17 H -2.68764 5.04782 -1.44284
18 C 1.32803 -4.21085 3.21154
19 C 2.67947 -3.88501 2.53213
20 C 3.54025 -5.16614 2.02282
21 O 3.48982 -6.23572 2.89559
22 C 3.45374 -7.48947 2.24148
23 N 2.49607 -2.95862 1.47027
24 H 0.47709 -4.43186 2.56722
25 H 0.99157 -3.25495 3.61298
26 H 1.33059 -4.88754 4.06605
27 H 3.12863 -3.32284 3.35086
28 H 4.57100 -4.97354 1.72526
29 H 2.95416 -5.37186 1.12713
30 H 3.80521 -7.45737 1.21019
31 H 2.41482 -7.80122 2.13386
32 H 4.05607 -8.23900 2.75479
33 H 3.33035 -3.02043 0.90436
34 H 1.81325 -3.42412 0.88961
35 C -2.27209 -6.45784 0.48595
36 C -3.04587 -5.78406 -0.71805
37 C -3.48656 -4.38357 -0.40816
38 O -4.57891 -4.42461 0.50159
39 C -4.89089 -3.15723 1.07360
40 N -2.17102 -5.73568 -1.91203
41 H -1.69524 -7.32880 0.17485
42 H -3.12119 -6.69955 1.12526
43 H -1.70062 -5.68902 1.00599
44 H -3.91986 -6.40516 -0.91422
45 H -4.01540 -4.20584 -1.34455
46 H -2.69261 -3.65480 -0.24492
47 H -5.53406 -3.34244 1.93391
48 H -5.53783 -2.45027 0.55420
49 H -4.03528 -2.57458 1.41498
50 H -2.86377 -5.41295 -2.57236
51 H -1.87671 -6.59811 -2.34757
52 C -7.49302 0.91405 -0.08662
53 C -7.38240 1.19687 1.44875
54 C -5.92863 1.45280 2.13354
55 O -5.09454 0.34246 1.92427
56 C -4.13461 0.20288 2.90577
57 N -8.21609 2.39204 1.81569
58 H -7.34629 1.81154 -0.68752
59 H -8.45983 0.48648 -0.35230
60 H -6.68560 0.24590 -0.38620
61 H -7.67558 0.33052 2.04169
62 H -6.21679 1.60339 3.17392
63 H -5.52547 2.41750 1.82542
64 H -3.42243 1.02387 2.82282
65 H -3.61880 -0.73505 2.69999
66 H -4.52713 -0.04935 3.89086
67 H -7.87189 2.89065 1.00760
68 H -9.19570 2.33567 1.57633
69 C 5.72635 -4.39155 -2.13984
70 C 6.56113 -3.18765 -1.63499
71 C 6.32894 -2.74238 -0.15737
72 O 4.91780 -2.48328 0.04802
73 C 4.34097 -1.36743 -0.50222
74 N 7.98284 -3.32954 -1.76559
75 H 5.96964 -5.35074 -1.68281
76 H 5.84366 -4.47916 -3.21997
77 H 4.67047 -4.18148 -1.96928
78 H 6.38183 -2.30960 -2.25545
79 H 6.85683 -1.81128 0.04873
80 H 6.64176 -3.55279 0.50104
81 H 3.48839 -1.24755 0.16623
82 H 4.01820 -1.52222 -1.53176
83 H 4.85827 -0.44584 -0.23543
84 H 8.42254 -3.91841 -1.07276
85 H 8.43501 -2.44512 -1.58276
86 C 0.41346 0.82799 -3.57244
87 C 1.66020 1.54055 -4.13598
88 C 1.90119 1.14917 -5.60055
89 C 1.14954 1.88776 -6.74941
90 C 1.28913 3.36365 -6.45323
91 C 0.79944 3.81646 -5.04772
92 N 1.61600 3.02547 -4.00138
93 O 1.46214 3.41721 -2.76762
94 C 1.15330 5.34101 -4.98344
95 C -0.70233 3.75522 -4.74719
96 C 2.84717 1.01810 -3.24553
97 H -0.43476 1.22777 -4.12814
98 H 0.31120 1.08208 -2.51741
99 H 0.54602 -0.25047 -3.65882
100 H 2.93718 1.40084 -5.82745
101 H 2.06781 0.07819 -5.71604
102 H 0.07504 1.74917 -6.62962
103 H 1.43837 1.56415 -7.74938
104 H 0.68616 3.85104 -7.21936
105 H 2.34021 3.62678 -6.57197
106 H 2.20920 5.55734 -4.82102
107 H 1.02643 5.81486 -5.95681
108 H 0.57577 5.85523 -4.21524
109 H -1.17733 2.99132 -5.36276
110 H -0.87987 3.53661 -3.69419
111 H -1.33316 4.60191 -5.01785
112 H 2.59116 0.92913 -2.18977
113 H 3.74488 1.63413 -3.29799
114 H 3.03754 -0.02042 -3.51630
115 H 2.37604 3.70327 -2.69999
116 C 1.80302 4.51612 3.35698
117 C 1.93578 3.03160 3.16513
118 C 3.05671 2.48059 3.93187
119 C 2.90028 2.40215 5.44406
120 C 1.59953 1.62498 5.73405
121 C 0.37334 2.17050 4.88162
122 N 0.76902 2.21193 3.43171
123 O -0.29931 2.53366 2.60429
124 C -0.75663 1.07750 4.97104
125 C -0.11012 3.50367 5.54947
126 C 2.33462 2.76409 1.73510
127 H 1.96364 4.85869 4.37920
128 H 2.47119 5.08085 2.70679
129 H 0.80316 4.85698 3.08826
130 H 3.47390 1.53803 3.57741
131 H 3.93337 3.12807 3.91332
132 H 3.75770 1.85336 5.83361
133 H 2.79293 3.44654 5.73703
134 H 1.34792 1.63704 6.79453
135 H 1.74967 0.56134 5.54909
136 H -0.47762 0.18091 4.41752
137 H -1.65201 1.41792 4.45093
138 H -1.03672 0.83539 5.99623
139 H -0.57782 4.22856 4.88320
140 H 0.70468 4.08329 5.98335
141 H -0.87390 3.29643 6.29900
142 H 1.57276 3.26191 1.13522
143 H 3.12926 3.39534 1.33739
144 H 2.25635 1.70067 1.50902
145 H -0.72317 1.70537 2.36789
146 C 1.85230 -4.13721 -2.76170
147 C 0.83967 -3.43275 -1.84619
148 O 0.60632 -4.38616 -0.89764
149 H 1.32188 -4.98125 -3.20256
150 H 2.64451 -4.58872 -2.16451
151 H 2.45693 -3.50715 -3.41404
152 H -0.08530 -3.38067 -2.42050
153 H 1.17136 -2.42167 -1.60998
154 H 0.02397 -5.04391 -1.28474
155 C 0.87172 -0.15662 0.66685
156 C -0.49994 -0.65512 1.11120
157 O -1.28958 0.47131 1.32358
158 H 1.56416 -0.18901 1.50801
159 H 0.80928 0.86873 0.30234
160 H 1.22902 -0.77593 -0.15589
161 H -0.52125 -1.10648 2.10313
162 H -1.05441 -1.25911 0.39297
163 H -1.50489 0.91318 0.49895
164 C -2.33796 -0.94046 -1.96482
165 C -3.16031 -0.09378 -2.84200
166 O -4.55631 -0.17707 -2.57085
167 H -2.60869 -0.52962 -0.99220
168 H -1.26649 -0.97081 -2.16268
169 H -2.62136 -1.99079 -2.03265
170 H -3.04749 -0.24418 -3.91566
171 H -2.94151 0.96750 -2.72407
172 H -4.78908 -1.10679 -2.51578

**2S+1**: 2
**Charge**: -1
**E_tot**: -2878.27663 hartree
**Orbital gap (alpha / beta)**: 0.0540 / 0.3112 hartree

Löwdin population analysis, charges in e, atoms 1 to 6: C -0.06; C -0.48; C -0.12; O -0.19; C -0.14; N 0.06

# 2
Entry from the Open Molecules 2025 dataset: a molecular structure, C8H9NO3P at a distorted geometry (ωB97M-V/def2-TZVPD).

CARTESIAN COORDINATES (ANGSTROEM)
1 C 3.36981 -1.06981 -0.27529
2 C 3.98204 0.21851 -0.03461
3 C 2.02382 -1.22208 -0.29497
4 C 3.29135 1.32431 0.10635
5 C 1.13828 -0.02738 -0.12003
6 C 1.76728 1.31765 -0.02919
7 C -3.74821 -0.29124 -0.49024
8 C -3.56110 0.19218 0.95448
9 N -0.12187 -0.26521 -0.04367
10 O 1.16324 2.34878 -0.17836
11 O -2.41717 -0.54306 -0.94628
12 O -2.30726 0.90364 1.00068
13 P -1.54659 0.79175 -0.45728
14 H 3.86426 -2.00436 -0.33671
15 H 5.00912 0.19931 0.09941
16 H 1.53533 -2.17794 -0.47025
17 H 3.71679 2.28030 0.32375
18 H -4.36218 -1.14114 -0.47868
19 H -4.30283 0.43561 -1.00457
20 H -4.44612 0.70579 1.39468
21 H -3.53173 -0.68029 1.51043
22 H -0.51623 -1.29535 -0.22966

**Charge**: +1
**E_tot**: -931.78419 hartree
**Orbital gap**: 0.2666 hartree

natural (NBO) population analysis, charges in e, atoms 1 to 6: C -0.07; C -0.18; C -0.28; C -0.21; C 0.32; C 0.46

# 3
Entry from the Open Molecules 2025 dataset: a molecular structure, C5H11N (ωB97M-V/def2-TZVPD).

CARTESIAN COORDINATES (ANGSTROEM)
1 C -0.52868 0.70006 1.70521
2 N 0.38755 -0.22484 1.20217
3 C 0.08204 -1.55053 0.65687
4 C 0.65333 -0.41772 -0.08020
5 C -1.26082 0.62361 -0.91960
6 C 1.66662 -0.00981 -1.08009
7 H -0.10487 1.70590 1.78258
8 H -1.15372 0.66383 0.41023
9 H -1.03887 0.37977 2.61497
10 H -0.96868 -1.78740 0.45669
11 H 0.67119 -2.36617 1.07676
12 H -1.08338 -0.14685 -1.67382
13 H -0.82836 1.56905 -1.26177
14 H -2.35149 0.75097 -0.86197
15 H 1.54956 -0.60393 -1.99062
16 H 1.56232 1.04824 -1.34220
17 H 2.67916 -0.17646 -0.69356

**Charge**: 0
**E_tot**: -251.66155 hartree
**Orbital gap**: 0.3075 hartree
**Relative energy (zero: lowest compared OMol25 entry of this formula, charge and spin)**: 527.7 kJ/mol

natural (NBO) population analysis, charges in e, atoms 1 to 6: C -0.43; N -0.31; C -0.27; C 0.25; C -0.90; C -0.67

# 4
Entry from the Open Molecules 2025 dataset: 2 unconnected molecules or ions with the total composition C5H12O2 (ωB97M-V/def2-TZVPD).

CARTESIAN COORDINATES (ANGSTROEM)
1 C -1.75894 -0.84500 0.87233
2 O -0.50201 -0.52164 0.74279
3 C -0.18726 0.35923 -0.38837
4 C -0.46592 1.79117 0.02474
5 C 1.26397 0.10205 -0.75973
6 C 1.54135 -1.32710 -1.22488
7 O 1.57511 -2.26423 -0.17176
8 H -2.54596 0.73200 2.01571
9 H -2.25160 0.86945 2.68860
10 H -1.75276 -1.45829 1.80737
11 H -0.86365 0.05580 -1.19515
12 H 0.10992 2.05711 0.91791
13 H -1.52988 1.93228 0.23472
14 H -0.18224 2.47071 -0.78543
15 H 1.90746 0.33363 0.09869
16 H 1.52437 0.80345 -1.56224
17 H 0.79733 -1.60730 -1.99123
18 H 2.52604 -1.37291 -1.69972
19 H 0.79463 -2.11042 0.37566

**Charge**: 0
**E_tot**: -348.03694 hartree
**Orbital gap**: 0.3479 hartree
**Relative energy (zero: lowest compared OMol25 entry of this formula, charge and spin)**: 440.7 kJ/mol

natural (NBO) population analysis, charges in e, atoms 1 to 6: C 0.08; O -0.52; C 0.09; C -0.64; C -0.46; C -0.06